The ion C18H26FN6O with charge +1. Source: OMol25; level of theory: the ωB97M-V functional and the def2-TZVPD basis.

Geometry as XYZ:
```
52
Properties=species:S:1:pos:R:3:nbo_charge:R:1
C -0.7356 -2.4834 2.0365 -0.6222
C 0.0429 -1.1753 1.8928 -0.2121
C -0.5479 -0.0736 2.7686 -0.6228
C 0.2527 -0.6759 0.4384 -0.0840
C 0.8839 -1.7300 -0.4063 0.3234
N 0.2820 -2.5050 -1.2839 -0.3417
N 1.2173 -3.2862 -1.8052 -0.0374
N 2.3460 -3.0391 -1.3042 -0.0347
N 2.2012 -2.0616 -0.4083 -0.1812
C 3.3229 -1.5066 0.3050 -0.2436
C 3.4065 -0.0160 0.0931 -0.0779
C 3.4550 0.8583 1.1728 -0.1913
C 3.5027 2.2260 0.9686 -0.2716
C 3.4930 2.7065 -0.3298 0.4068
F 3.5070 4.0300 -0.5361 -0.3063
C 3.4531 1.8562 -1.4232 -0.2735
C 3.4148 0.4921 -1.2031 -0.1923
N -0.9459 -0.1097 -0.2368 -0.4307
C -2.0860 -1.0409 -0.4506 -0.2535
C -3.0832 -0.4661 -1.4637 -0.4121
C -3.0732 1.0696 -1.4694 -0.3205
C -3.4251 1.6076 -0.0853 0.6970
N -4.6476 2.1037 0.0719 -0.7671
O -2.6144 1.5687 0.8386 -0.6662
C -1.6725 1.5566 -1.8884 -0.4058
C -0.5960 0.5334 -1.5234 -0.2355
H -1.8083 -2.3202 2.0585 0.2073
H -0.5054 -3.1814 1.2359 0.2239
H -0.4650 -2.9562 2.9769 0.2353
H 1.0611 -1.3676 2.2507 0.2168
H -0.5388 -0.3977 3.8054 0.2372
H 0.0376 0.8404 2.6976 0.2150
H -1.5769 0.1538 2.5051 0.2196
H 0.9628 0.1598 0.5130 0.2613
H 3.2414 -1.7472 1.3690 0.2223
H 4.2076 -2.0090 -0.0970 0.2624
H 3.4668 0.4710 2.1806 0.2235
H 3.5504 2.9157 1.7955 0.2453
H 3.4666 2.2642 -2.4210 0.2442
H 3.3995 -0.1841 -2.0454 0.2299
H -1.3711 0.6598 0.3777 0.5051
H -2.5792 -1.1847 0.5090 0.2233
H -1.6938 -1.9934 -0.8115 0.2834
H -2.8425 -0.8077 -2.4705 0.2318
H -4.0791 -0.8390 -1.2245 0.2430
H -3.8154 1.4262 -2.1857 0.2380
H -5.3138 2.1636 -0.6790 0.4135
H -4.9136 2.4751 0.9724 0.4221
H -1.4581 2.5094 -1.4010 0.2308
H -1.6455 1.7247 -2.9641 0.2452
H -0.5117 -0.2469 -2.2823 0.2377
H 0.3711 1.0323 -1.4338 0.2392
```

## Properties
SMILES string = CC(C)[C@@H](c1nnnn1Cc1ccc(F)cc1)[N@H+]1CC[C@H](C(N)=O)CC1
HOMO-LUMO gap = 10.0829 eV
HOMO energy = -12.25 eV
Net charge = +1


A structure of composition C35H75ClNO17P3SSi2. Source: OMol25; level of theory: the ωB97M-V functional and the def2-TZVPD basis.

Geometry as XYZ:
```
135
Properties=species:S:1:pos:R:3:lowdin_charge:R:1
C 5.1844 -1.4945 2.3939 -0.0372
C 5.2988 -0.0113 2.6708 -0.2503
Si 3.5878 0.8718 3.0604 0.5303
C 2.8531 0.0260 4.6699 -0.2503
C 3.3860 0.9258 5.9348 -0.2361
O 3.0726 0.3808 7.2642 -0.1830
C 2.1783 -0.7852 7.1975 -0.1277
O 2.7831 -2.0032 7.2540 -0.0432
O 2.5729 0.6140 1.6285 -0.3950
Si 2.2162 2.1601 0.8742 0.5379
C 3.1079 2.4089 -0.8551 -0.2924
C 4.5595 1.6588 -0.9548 -0.2460
C 4.5151 0.0927 -1.4273 -0.1965
C 3.3687 -0.2762 -2.5371 -0.1756
N 3.3873 -1.7625 -2.9494 -0.1791
C 4.3138 -2.8711 -2.4431 -0.0477
C 3.8079 -4.2356 -3.2107 -0.0925
C 2.5661 -3.8232 -4.1988 -0.0875
C 2.3576 -2.2011 -3.9879 -0.0629
C 0.3209 2.4950 0.5966 -0.2856
C -0.6569 1.7210 1.6706 -0.2341
C -1.4207 0.5137 0.8020 -0.2183
C -2.0516 -0.6652 1.7536 -0.2379
S -1.4960 -2.4199 1.2435 0.5236
O 0.0227 -2.4057 0.8714 -0.4102
O -1.7153 -3.3671 2.4778 -0.4341
Cl -2.7118 -3.1341 -0.3477 0.3889
H 4.9034 -1.9337 1.3359 0.0718
H 5.3332 -2.2008 3.3153 0.0779
H 6.3208 0.5628 2.6261 0.0714
H 3.7825 2.2924 3.3890 -0.0143
H 1.6780 0.0789 4.5907 0.0938
H 3.2702 -1.0803 4.6472 0.1011
H 4.5696 0.9869 5.8271 0.1231
H 2.9705 2.0364 5.8584 0.1373
H 1.0178 -0.7538 7.0457 0.1661
H 2.7071 3.2479 1.7479 -0.0152
H 3.3372 3.5802 -0.8958 0.0950
H 2.3712 2.2017 -1.7405 0.0700
H 5.2663 2.2943 -1.6402 0.1108
H 5.0263 1.6673 0.1445 0.1020
H 5.5899 -0.1548 -1.8840 0.1259
H 4.3881 -0.5917 -0.4837 0.0907
H 3.3262 0.4492 -3.4665 0.1368
H 2.3188 -0.1376 -1.9864 0.1278
H 5.1839 -2.7180 -1.6687 0.0969
H 4.2357 -5.3360 -3.0850 0.0788
H 1.9025 -4.4774 -4.9293 0.0772
H 1.5786 -1.4916 -4.4992 0.1015
H 0.0583 3.6480 0.6068 0.0949
H 0.0836 2.0650 -0.4912 0.0841
H -0.0341 1.2136 2.5244 0.0885
H -1.4570 2.4060 2.1867 0.1181
H -2.2926 1.0701 0.2151 0.1305
H -0.7047 0.0047 0.0269 0.1085
H -1.6940 -0.5378 2.8608 0.1228
H -3.2269 -0.6155 1.6484 0.1131
O -6.2866 0.4867 0.6794 -0.2570
P -7.1710 -0.2297 -0.3705 0.7800
O -6.0170 -0.1995 -1.5524 -0.2413
C -5.0841 -1.2749 -1.4789 -0.3414
C -5.7430 -2.6281 -1.7032 -0.1034
O -8.0153 1.1881 -0.6289 -0.2888
C -7.9001 2.2867 0.2889 -0.2728
C -6.6641 3.1393 0.0066 -0.0737
O -8.1591 -1.0301 -1.5434 -0.2593
C -8.9737 -0.2565 -2.4347 -0.2668
C -8.2367 0.7599 -3.3140 -0.0720
H -4.5901 -1.2574 -0.5014 0.0463
H -4.3215 -1.1073 -2.2441 0.1202
H -6.4834 -2.8506 -0.9273 0.0709
H -5.0040 -3.4335 -1.6933 0.0367
H -6.2690 -2.6398 -2.6640 0.0876
H -7.9146 1.9299 1.3271 0.1070
H -8.7918 2.9081 0.1750 0.1171
H -5.7497 2.5647 -0.1413 0.0633
H -6.4930 3.8590 0.8123 0.0785
H -6.8129 3.6961 -0.9326 0.0797
H -9.7660 0.2291 -1.8516 0.1108
H -9.4833 -0.9658 -3.0955 0.1218
H -7.5605 1.4284 -2.7740 0.0596
H -8.9599 1.3984 -3.8319 0.0853
H -7.6190 0.2494 -4.0551 0.0728
O -7.7387 0.2589 -7.4284 -0.2519
P -7.6480 0.0286 -8.9569 0.7765
O -6.7100 -1.3253 -8.8272 -0.2431
C -7.4496 -2.5234 -8.6043 -0.2958
C -8.3576 -2.8686 -9.7756 -0.0904
O -6.5240 1.2582 -9.0770 -0.2906
C -6.3259 2.1780 -7.9919 -0.2729
C -5.3832 1.6137 -6.9302 -0.0728
O -7.5468 -0.2288 -10.6646 -0.2629
C -6.4651 0.3485 -11.4083 -0.2712
C -5.0524 -0.0489 -10.9659 -0.0760
H -8.0437 -2.4155 -7.6903 0.1065
H -6.7325 -3.3330 -8.4455 0.1203
H -9.1200 -2.0988 -9.9365 0.0642
H -8.8769 -3.8155 -9.6068 0.0803
H -7.7739 -2.9429 -10.6996 0.0832
H -7.2877 2.4799 -7.5570 0.1066
H -5.8871 3.0891 -8.4061 0.1163
H -5.6092 0.5901 -6.6311 0.0663
H -5.3813 2.2424 -6.0350 0.0783
H -4.3588 1.5793 -7.3344 0.0784
H -6.5846 1.4390 -11.4101 0.1106
H -6.5922 0.0340 -12.4497 0.1203
H -4.8564 0.0694 -9.8966 0.0602
H -4.3115 0.5643 -11.4893 0.0826
H -4.8628 -1.1008 -11.1869 0.0763
O 8.4639 2.3785 8.6862 -0.2478
P 8.3100 1.0560 7.8958 0.7744
O 7.8239 0.1780 9.2082 -0.2412
C 6.4289 0.2743 9.4853 -0.2810
C 5.5761 -0.3111 8.3692 -0.0840
O 9.9686 0.8583 7.9009 -0.2927
C 10.8350 1.9488 8.2514 -0.2761
C 10.9908 2.0905 9.7647 -0.0740
O 8.1382 -0.4217 7.0127 -0.2634
C 9.2454 -1.3284 6.9204 -0.2723
C 9.8107 -1.8428 8.2490 -0.0759
H 6.1648 1.3253 9.6450 0.1087
H 6.2359 -0.2660 10.4157 0.1213
H 5.7099 0.2353 7.4293 0.0440
H 4.5136 -0.2735 8.6230 0.0651
H 5.8601 -1.3522 8.1804 0.0944
H 10.4885 2.8842 7.7929 0.1063
H 11.8152 1.7471 7.8124 0.1154
H 10.0510 2.0534 10.3157 0.0687
H 11.5037 3.0224 10.0195 0.0784
H 11.5873 1.2477 10.1496 0.0788
H 10.0305 -0.8609 6.3135 0.1096
H 8.9001 -2.1935 6.3444 0.1195
H 10.0443 -1.0641 8.9802 0.0603
H 10.7403 -2.3930 8.0704 0.0818
H 9.0949 -2.5046 8.7399 0.0769
```

## Properties
HOMO-LUMO gap = 5.5363 eV
HOMO energy = -7.62 eV


A structure of composition C46H50N11O2V. Source: OMol25; level of theory: the ωB97M-V functional and the def2-TZVPD basis.

Geometry as XYZ:
```
110
Properties=species:S:1:pos:R:3:lowdin_spin:R:1
V 0.2729 -0.2627 -0.1753 2.0825
C -0.7475 4.1408 0.4320 0.0002
C -0.3388 2.8092 0.9904 0.0038
O -0.1001 1.8404 0.2442 0.0159
N -0.2099 2.7236 2.3101 0.0045
C 0.2533 1.5105 2.9669 0.0023
C -0.8607 0.5169 3.1403 0.0016
C -1.6310 0.5109 4.2908 0.0000
C -2.6742 -0.3932 4.3980 0.0005
C -2.9037 -1.2557 3.3422 -0.0003
C -2.0877 -1.1799 2.2279 0.0001
N -1.0726 -0.3120 2.1048 0.0040
H -0.9397 4.0561 -0.6331 0.0000
H 0.0537 4.8646 0.5864 0.0002
H -1.6423 4.5121 0.9320 0.0000
H -0.4869 3.5119 2.8740 0.0003
H 0.7271 1.7680 3.9115 0.0001
H 0.9935 1.0492 2.3247 0.0017
H -1.4076 1.1966 5.0976 0.0001
H -3.2874 -0.4259 5.2886 0.0000
H -3.7021 -1.9833 3.3762 0.0000
H -2.2581 -1.8435 1.3958 -0.0002
C -1.5427 1.3388 -5.0681 0.0003
N -0.7720 0.6472 -4.0343 0.0052
C -0.5962 0.9764 -2.7630 0.0106
N 0.1482 0.0446 -2.1687 -0.0005
C 0.3982 -0.8532 -3.1721 0.0071
N -0.1348 -0.5094 -4.3109 0.0019
C -1.0834 2.7577 -5.3178 0.0002
C -1.9552 3.6463 -5.9381 0.0000
C -1.5447 4.9384 -6.2325 0.0000
C -0.2709 5.3657 -5.8938 0.0000
C 0.5967 4.4820 -5.2620 0.0000
C 0.1933 3.1780 -4.9864 0.0000
C 1.9277 4.9160 -4.8552 0.0000
N 2.4755 6.0775 -4.9508 0.0000
N 3.7238 5.9731 -4.3663 0.0000
C 3.8375 4.7581 -3.9564 0.0000
O 2.7328 4.0204 -4.2350 0.0000
C 4.9149 4.1158 -3.2136 0.0000
C 6.0288 4.8386 -2.7935 0.0000
C 6.9994 4.2115 -2.0320 0.0000
C 6.8595 2.8767 -1.6692 0.0001
C 5.7558 2.1541 -2.0985 0.0001
C 5.5507 0.7136 -1.6928 0.0002
N 4.3272 0.5751 -0.8932 0.0035
C 3.1177 0.1898 -1.2683 0.0083
N 2.2683 0.3200 -0.2485 0.0087
C 3.0684 0.8135 0.7480 0.0073
N 4.3096 0.9833 0.3880 0.0012
C 4.7939 2.7729 -2.8805 0.0001
H -2.5942 1.3269 -4.7802 0.0001
H -1.4323 0.7287 -5.9631 0.0000
H -0.9949 1.8613 -2.2950 0.0004
H 0.9550 -1.7657 -3.0333 0.0005
H -2.9574 3.3275 -6.2003 0.0000
H -2.2264 5.6179 -6.7253 0.0000
H 0.0621 6.3729 -6.1044 0.0000
H 0.8980 2.5003 -4.5219 0.0000
H 6.1161 5.8822 -3.0647 0.0000
H 7.8661 4.7676 -1.7022 0.0000
H 7.6115 2.3995 -1.0529 0.0000
H 6.3750 0.3624 -1.0774 0.0000
H 5.4448 0.0623 -2.5597 0.0000
H 2.8842 -0.1823 -2.2515 0.0004
H 2.7474 1.0321 1.7483 0.0003
H 3.9304 2.2178 -3.2288 0.0000
C -2.9686 -5.2076 -2.6147 0.0014
C -2.6380 -3.8421 -2.0789 0.0029
C -3.5146 -2.7768 -2.2387 -0.0186
C -3.2255 -1.5249 -1.7069 0.0021
C -4.1787 -0.3692 -1.8633 0.0012
C -2.0407 -1.3643 -1.0100 -0.0143
C -1.0960 -2.4009 -0.8791 0.0061
C -1.4307 -3.6428 -1.4087 -0.0171
N 0.1307 -2.0599 -0.2356 -0.1323
C 1.0144 -3.1155 0.3514 -0.0028
C 2.0593 -2.4397 1.2583 0.0041
C 2.9881 -3.4707 1.9147 0.0009
C 2.1805 -4.4683 2.7430 0.0001
C 1.1678 -5.1563 1.8285 -0.0002
C 1.8916 -5.8905 0.6954 -0.0001
C 2.7308 -4.8966 -0.1138 -0.0012
C 3.7439 -4.2175 0.8111 0.0001
C 1.8135 -3.8418 -0.7466 -0.0061
C 0.2280 -4.1038 1.2356 -0.0028
H -3.8771 -5.1890 -3.2125 0.0000
H -3.1192 -5.9099 -1.7930 0.0005
H -2.1571 -5.5943 -3.2315 0.0004
H -4.4456 -2.9261 -2.7721 -0.0010
H -5.0903 -0.6791 -2.3695 0.0000
H -3.7261 0.4330 -2.4523 0.0005
H -4.4555 0.0500 -0.8943 0.0003
H -1.8762 -0.3926 -0.5246 0.0007
H -0.7600 -4.4838 -1.3432 -0.0008
H 1.5511 -1.8402 2.0263 0.0017
H 2.6855 -1.7860 0.6512 0.0013
H 3.6963 -2.9383 2.5538 0.0000
H 1.6618 -3.9543 3.5582 0.0000
H 2.8482 -5.2049 3.1949 0.0000
H 0.5753 -5.8687 2.4062 -0.0001
H 1.1664 -6.3935 0.0484 0.0000
H 2.5412 -6.6636 1.1115 0.0000
H 3.2530 -5.4258 -0.9136 -0.0004
H 4.3747 -3.5260 0.2432 0.0000
H 4.4005 -4.9682 1.2558 0.0000
H 1.1701 -4.3164 -1.4863 0.0001
H 2.4189 -3.0950 -1.2767 0.0002
H -0.2496 -3.5409 2.0407 0.0000
H -0.5620 -4.6034 0.6791 -0.0001
```

## Properties
Multiplicity = 3
HOMO-LUMO gap (alpha / beta) = 7.0292 / 7.9784 eV
HOMO energy (alpha / beta) = -12.69 / -12.69 eV
Net charge = +2


A structure of composition C7H8BrI. Source: OMol25; level of theory: the ωB97M-V functional and the def2-TZVPD basis.

Geometry as XYZ:
```
17
Properties=species:S:1:pos:R:3:nbo_charge:R:1
C 0.1592 -0.9795 1.5446 -0.2337
C 1.3028 -0.0951 1.5747 -0.3545
C -0.6788 -1.0989 0.5222 -0.1403
C 1.6143 0.6819 0.5348 -0.1510
C -0.5948 -0.3792 -0.7915 -0.3757
C 0.7498 0.1185 -1.1889 -0.1847
C -1.5998 0.8033 -0.8689 -0.5755
Br 1.9912 -1.2993 -1.5965 0.0307
I 2.8140 2.3488 0.3882 0.2195
H -0.1149 -1.6755 2.4030 0.2271
H 1.8140 -0.0028 2.4972 0.2253
H -1.5994 -1.7939 0.7069 0.2193
H -1.1194 -0.9566 -1.5913 0.2432
H 0.9146 0.9590 -1.8298 0.2236
H -1.6189 1.3122 0.2116 0.2019
H -2.6183 0.5227 -0.9639 0.2148
H -1.4154 1.5345 -1.5522 0.2099
```

## Properties
HOMO-LUMO gap = 8.9088 eV
HOMO energy = -8.49 eV


The ion C5H10N3S2 with charge +1. Source: OMol25; level of theory: the ωB97M-V functional and the def2-TZVPD basis.

Geometry as XYZ:
```
20
Properties=species:S:1:pos:R:3:nbo_charge:R:1
C -2.8037 -1.5778 -0.0472 -0.6218
C -1.7841 -0.8423 0.8329 -0.5240
S -0.2513 -1.8186 0.9102 0.2668
C 0.9529 -0.5744 1.4500 -0.6164
C 1.1997 0.4234 0.3829 0.4617
N 0.7835 1.6703 0.3046 -0.3063
N 1.1598 2.2949 -0.8454 -0.2494
C 1.8282 1.3873 -1.4952 0.2028
S 2.5798 1.5396 -3.0484 0.1444
N 1.8740 0.2214 -0.7619 -0.5076
H -2.8951 -1.0990 -1.0202 0.2251
H -3.7818 -1.5801 0.4293 0.2363
H -2.5165 -2.6167 -0.2157 0.2254
H -1.5523 0.1417 0.4213 0.1983
H -2.1548 -0.7199 1.8501 0.2272
H 1.8779 -1.1228 1.6364 0.2788
H 0.6618 -0.0829 2.3788 0.2599
H 0.2547 2.1712 1.0050 0.4516
H 2.2775 2.8434 -3.1325 0.1857
H 2.2900 -0.6589 -1.0348 0.4616
```

## Properties
SMILES string = CCSCc1[nH]nc(S)[nH+]1
HOMO-LUMO gap = 9.4454 eV
HOMO energy = -12.83 eV
Net charge = +1


A structure of composition C5H7NO. Source: OMol25; level of theory: the ωB97M-V functional and the def2-TZVPD basis.

Geometry as XYZ:
```
14
Properties=species:S:1:pos:R:3:nbo_charge:R:1
O -1.8363 1.3264 1.3581 -0.4853
C -1.0003 0.6881 0.7701 0.4774
C -1.1831 -0.0504 -0.5753 -0.3711
N 0.1432 -0.6488 -0.7705 -0.4075
C 1.0632 0.4814 -0.7213 -0.2626
C 0.4083 0.3283 1.2877 -0.2045
C 0.4786 -1.0751 0.6187 -0.3248
H -1.4524 0.6272 -1.3905 0.2258
H -1.9486 -0.8295 -0.5017 0.2321
H 0.7969 1.3359 -1.3495 0.2206
H 2.1017 0.1693 -0.8662 0.2301
H 1.2022 0.9569 0.4546 0.2372
H 1.4732 -1.5272 0.6496 0.2146
H -0.2467 -1.7827 1.0362 0.2180
```

## Properties
HOMO-LUMO gap = 8.3491 eV
HOMO energy = -8.50 eV


An isolated molecule of C4H8O3. Source: OMol25; level of theory: the ωB97M-V functional and the def2-TZVPD basis.

Geometry as XYZ:
```
15
Properties=species:S:1:pos:R:3:nbo_charge:R:1
C 2.4594 -0.2222 -0.1709 -0.6299
C 1.2010 0.3883 0.3999 -0.0777
O 0.1002 -0.4954 0.0390 -0.4454
C -1.1105 -0.0780 0.2234 0.8428
O -1.2930 0.9939 0.9561 -0.6734
C -2.2754 -0.6618 -0.4704 -0.1397
O -2.4882 0.5548 -1.0770 -0.8047
H 2.6369 -1.2170 0.2475 0.2193
H 2.3872 -0.3069 -1.2586 0.2235
H 3.3165 0.4136 0.0719 0.2244
H 0.9863 1.3762 -0.0144 0.2046
H 1.2301 0.4627 1.4903 0.1952
H -1.9618 -1.4897 -1.1293 0.1688
H -3.0641 -1.0356 0.2132 0.1523
H -2.1246 1.3173 0.4792 0.5398
```

## Properties
HOMO-LUMO gap = 9.3792 eV
HOMO energy = -8.65 eV


A cluster of 2 separate species, C2H3BrN2O2 in total. Source: OMol25; level of theory: the ωB97M-V functional and the def2-TZVPD basis.

Geometry as XYZ:
```
10
Properties=species:S:1:pos:R:3:nbo_charge:R:1
C 0.1797 -0.2552 0.2050 -0.3558
C -1.2376 -0.3209 -1.5393 0.2011
N -1.3558 -0.6650 -2.7477 -0.3880
N -2.3028 -0.2797 -3.6679 0.6387
O -2.1643 0.7914 -4.1484 -0.3362
O -2.9987 -1.1972 -3.9835 -0.3494
Br -2.7518 0.5222 -0.6776 -0.0114
H -0.6258 0.0103 0.8390 0.2010
H 0.8559 0.6579 -0.0025 0.2205
H 0.6362 -1.1208 0.3735 0.1796
```

## Properties
HOMO-LUMO gap (alpha / beta) = 9.2062 / 9.2072 eV
HOMO energy (alpha / beta) = -10.20 / -10.20 eV


no.,energy (Eh)
1,-1204.9376
2,-5173.0881
3,-3479.3680
4,-3143.1169
5,-1156.9209
6,-324.5205
7,-382.8478
8,-2911.7543